ORCA calculation (wB97M-V/def2-TZVPD) on a 7-piece molecular cluster, C30H77N3O10 overall in a non-equilibrium geometry.

Kohn-Sham gap   9.0 eV
Structure (SMILES)   COCCNCCOC.COCCNCCOC.COCCNCCOC.CC(C)O.CC(C)O.CC(C)O.CC(C)O
Charge   0
HOMO   -8.56 eV
Strongest force on any atom   2.54 eV/A
Energy relative to the best compared isomer or geometry (same formula, charge and spin)   2.099 eV

Element x y z (Å)
C1 -6.33 0.80 4.31
O1 -5.18 0.99 3.51
C2 -4.06 0.19 3.85
C3 -3.25 0.82 5.03
N1 -2.30 1.80 4.53
C4 -2.85 3.13 4.46
C5 -1.94 3.98 3.53
O2 -0.62 4.12 4.00
C6 0.16 4.75 2.99
H1 -7.09 1.49 3.93
H2 -6.15 1.11 5.34
H3 -6.69 -0.22 4.17
H4 -3.38 0.28 3.01
H5 -4.36 -0.85 4.02
H6 -2.78 -0.04 5.54
H7 -3.94 1.22 5.79
H8 -1.44 1.72 5.04
H9 -2.88 3.64 5.43
H10 -3.84 3.10 4.01
H11 -2.42 4.97 3.59
H12 -1.98 3.56 2.52
H13 1.17 4.99 3.30
H14 -0.27 5.68 2.60
H15 0.20 4.03 2.17
C7 0.51 -3.17 -8.25
O3 -0.52 -2.88 -7.34
C8 -0.43 -3.63 -6.14
C9 0.60 -2.97 -5.19
N2 0.14 -1.64 -4.82
C10 1.11 -0.93 -3.99
C11 2.53 -0.80 -4.53
O4 2.49 -0.16 -5.80
C12 3.74 -0.06 -6.43
H16 0.25 -2.64 -9.17
H17 0.53 -4.23 -8.52
H18 1.50 -2.90 -7.89
H19 -0.08 -4.64 -6.38
H20 -1.41 -3.61 -5.67
H21 1.55 -2.94 -5.73
H22 0.70 -3.55 -4.27
H23 0.11 -1.04 -5.64
H24 1.17 -1.34 -2.98
H25 0.76 0.10 -3.94
H26 3.14 -1.71 -4.64
H27 3.08 -0.08 -3.90
H28 4.02 -1.02 -6.88
H29 4.49 0.39 -5.77
H30 3.63 0.66 -7.24
C13 3.67 -2.39 2.62
O5 2.37 -1.98 2.31
C14 1.51 -2.02 3.45
C15 0.99 -3.39 3.82
N3 0.43 -4.03 2.64
C16 0.31 -5.51 2.72
C17 -0.05 -6.02 1.35
O6 0.96 -5.76 0.37
C18 0.44 -5.24 -0.84
H31 3.83 -3.41 3.01
H32 4.23 -1.70 3.27
H33 4.26 -2.37 1.70
H34 0.66 -1.44 3.07
H35 1.85 -1.41 4.29
H36 0.19 -3.23 4.56
H37 1.71 -3.99 4.40
H38 1.02 -3.85 1.83
H39 -0.51 -5.67 3.42
H40 1.22 -5.96 3.13
H41 -1.06 -5.81 1.00
H42 -0.02 -7.11 1.49
H43 1.28 -4.71 -1.30
H44 -0.39 -4.54 -0.77
H45 0.06 -6.04 -1.48
C19 -2.23 -2.80 0.71
C20 -2.92 -2.65 2.07
C21 -4.43 -2.84 2.02
O7 -2.38 -3.64 2.96
H46 -2.69 -3.65 0.21
H47 -1.15 -2.90 0.73
H48 -2.52 -1.90 0.17
H49 -2.70 -1.65 2.47
H50 -4.86 -2.32 1.16
H51 -4.98 -2.49 2.89
H52 -4.57 -3.92 1.91
H53 -1.45 -3.82 2.72
C22 -0.94 1.56 -0.04
C23 0.52 1.28 0.08
C24 0.95 -0.18 0.22
O8 1.17 1.74 -1.12
H54 -1.49 1.07 -0.86
H55 -1.09 2.59 -0.37
H56 -1.49 1.39 0.89
H57 0.87 1.92 0.91
H58 0.86 -0.78 -0.68
H59 0.37 -0.58 1.06
H60 1.97 -0.27 0.60
H61 2.02 2.14 -0.88
C25 -2.64 6.45 -2.83
C26 -1.67 6.54 -1.65
C27 -0.43 5.70 -1.86
O9 -1.34 7.91 -1.40
H62 -3.65 6.69 -2.51
H63 -2.68 5.44 -3.23
H64 -2.23 7.10 -3.60
H65 -2.17 6.14 -0.76
H66 -0.68 4.70 -2.21
H67 0.18 5.73 -0.96
H68 0.14 6.06 -2.72
H69 -0.58 8.09 -1.96
C28 5.68 3.92 -0.03
C29 5.13 2.51 -0.36
C30 4.66 1.73 0.86
O10 3.96 2.68 -1.15
H70 6.36 4.23 -0.82
H71 6.23 3.97 0.91
H72 4.86 4.61 0.13
H73 5.87 1.90 -0.88
H74 3.78 2.20 1.32
H75 5.42 1.75 1.64
H76 4.48 0.68 0.63
H77 4.16 3.08 -2.00